1.
{"formula": "C23H14BrIN2O7S6Ta", "method": "ωB97M-V with the def2-TZVPD basis set", "total_energy_ha": -6839.1555, "lumo_ha": 0.044, "orbital_gap_ev": 5.803, "e_homo_ev": -4.61, "charge": -1, "species": ["Ta", "O", "C", "C", "C", "C", "C", "C", "C", "O", "N", "N", "C", "C", "C", "C", "C", "C", "C", "O", "H", "H", "H", "H", "H", "H", "H", "H", "H", "H", "S", "C", "S", "C", "C", "S", "S", "S", "Br", "C", "C", "C", "C", "C", "C", "I", "H", "H", "H", "H", "O", "S", "O", "O", "O"], "positions_angstrom": [[-0.689149, -0.533238, -0.181209], [2.116422, -3.034127, -4.313887], [1.959426, -3.915849, -3.316400], [2.311492, -5.243971, -3.554975], [2.145846, -6.203687, -2.576335], [1.647106, -5.858854, -1.323014], [1.308776, -4.546251, -1.069435], [1.453969, -3.563048, -2.051542], [1.013627, -2.201861, -1.742285], [0.614339, -1.911182, -0.544854], [1.024214, -1.291215, -2.678491], [0.446216, -0.130764, -2.240027], [0.293298, 0.809187, -3.092399], [-0.476040, 2.000019, -2.820324], [-0.649157, 2.959338, -3.821503], [-1.457972, 4.058759, -3.624296], [-2.113360, 4.213163, -2.406241], [-1.960520, 3.277831, -1.401181], [-1.138751, 2.167443, -1.589478], [-0.989807, 1.272423, -0.629816], [1.769160, -2.164198, -4.000044], [2.706481, -5.498636, -4.529851], [2.407004, -7.232198, -2.792140], [1.523803, -6.609709, -0.554537], [0.899827, -4.248698, -0.112211], [0.702493, 0.679120, -4.092922], [-0.140169, 2.822405, -4.768744], [-1.586413, 4.785545, -4.415392], [-2.749986, 5.071672, -2.234358], [-2.477046, 3.395411, -0.458800], [4.879201, -2.983640, 3.900096], [3.615417, -2.225778, 3.183109], [1.958494, -2.698627, 3.421316], [1.231438, -1.536091, 2.334810], [2.086195, -0.690735, 1.718979], [1.594146, 0.510356, 0.561076], [3.779236, -0.880027, 2.097224], [-0.484527, -1.563400, 2.074001], [-2.324609, 4.999092, 2.015325], [-1.716684, 4.334640, 3.674144], [-1.775784, 5.193936, 4.763404], [-1.342047, 4.757040, 6.003737], [-0.838356, 3.471646, 6.140042], [-0.777904, 2.629234, 5.042991], [-1.223739, 3.043090, 3.792976], [-1.045104, 1.621284, 2.083790], [-2.150403, 6.198081, 4.621544], [-1.400651, 5.424290, 6.853685], [-0.478300, 3.123130, 7.099389], [-0.376314, 1.627834, 5.131720], [-1.780936, -2.608092, -0.246874], [-2.716925, -1.600500, -0.750749], [-1.968669, -0.942943, -1.862582], [-2.610860, -0.523376, 0.323672], [-4.047458, -2.005291, -1.040155]], "forces_ev_per_angstrom": [[5.490, 0.901, -0.010], [0.023, 0.082, -0.093], [-0.042, -0.059, 0.175], [0.024, -0.036, -0.099], [0.026, 0.101, 0.026], [0.006, -0.063, 0.068], [-0.025, 0.035, -0.018], [0.002, -0.063, 0.137], [0.429, 0.397, -0.592], [0.845, -1.975, -0.771], [0.378, -0.267, -0.344], [-0.564, -0.328, 0.344], [0.155, -0.182, 0.069], [-0.186, 0.170, 0.186], [0.061, -0.096, 0.031], [-0.012, 0.106, -0.059], [0.084, -0.054, -0.038], [-0.059, 0.005, 0.184], [0.071, 0.282, -0.510], [-0.402, 1.414, -0.509], [-0.007, -0.032, 0.011], [-0.024, 0.011, -0.011], [0.023, -0.002, 0.008], [-0.013, -0.001, -0.006], [0.013, -0.002, 0.002], [0.069, -0.023, 0.038], [-0.005, -0.032, -0.006], [0.004, 0.016, 0.021], [-0.019, -0.001, -0.026], [0.049, -0.093, 0.048], [0.196, -0.075, 0.135], [-0.335, 0.189, -0.108], [0.266, 0.146, -0.102], [-0.006, 0.131, -0.028], [-0.160, 0.199, -0.253], [-0.107, -0.282, -0.099], [-0.095, -0.305, 0.207], [0.156, -0.395, 0.271], [-0.090, 0.139, -0.147], [0.022, -0.139, -0.152], [0.059, -0.061, 0.015], [-0.034, 0.034, -0.042], [0.047, 0.023, 0.055], [0.057, -0.298, -0.237], [-0.155, -0.688, -0.834], [-0.498, 3.394, 3.578], [-0.037, -0.004, 0.041], [0.041, -0.014, 0.016], [-0.026, -0.007, 0.009], [-0.004, 0.019, 0.104], [-0.093, -0.277, -0.106], [-4.356, -2.521, -0.764], [0.218, 0.253, -0.473], [-1.512, 0.197, 0.717], [0.052, 0.133, -0.061]], "lowdin_charge": [1.37, 0.06, -0.27, -0.02, -0.09, -0.09, 0.00, -0.06, -0.37, -0.31, 0.08, -0.08, -0.04, -0.13, -0.04, -0.10, -0.07, -0.01, -0.29, -0.48, 0.07, 0.11, 0.10, 0.10, 0.12, 0.14, 0.11, 0.10, 0.10, 0.06, 0.48, -1.51, 0.89, -1.11, -1.12, 0.53, 0.90, 0.55, 0.74, -0.74, -0.15, -0.10, -0.10, -0.15, -0.58, 1.13, 0.09, 0.10, 0.10, 0.10, -0.37, 0.29, -0.33, -0.49, -0.24]}

---

2.
{"formula": "C23H14Cl4N2O4S6W", "method": "ωB97M-V with the def2-TZVPD basis set", "total_energy_ha": -5592.4416, "lumo_ha": [0.150, 0.149], "orbital_gap_ev": [4.275, 5.873], "e_homo_ev": [-0.19, -1.81], "multiplicity": 3, "s2": 2.029, "charge": -2, "species": ["W", "O", "N", "C", "C", "C", "C", "C", "S", "H", "H", "H", "H", "O", "C", "S", "C", "C", "S", "S", "S", "Cl", "C", "C", "Cl", "C", "Cl", "C", "O", "C", "O", "C", "Cl", "C", "C", "C", "N", "H", "H", "H", "H", "H", "S", "C", "C", "C", "C", "C", "C", "H", "H", "H", "H", "H"], "positions_angstrom": [[0.142378, 0.112417, 0.024260], [-0.248565, -1.062309, 1.649245], [-0.239552, -2.431518, 1.427052], [-0.919585, -3.170873, 2.389348], [-0.547655, -4.452928, 2.662285], [0.564962, -5.032614, 2.025798], [1.311153, -4.217836, 1.135727], [0.935740, -2.930080, 0.872347], [1.761538, -1.826215, -0.188026], [-1.749968, -2.650882, 2.840813], [-1.132567, -5.013354, 3.381713], [0.874027, -6.045316, 2.244524], [2.197288, -4.596950, 0.642769], [-6.269641, 2.282934, -2.428002], [-5.189503, 1.907763, -2.027912], [-4.970627, 0.603102, -0.857620], [-3.216044, 0.653618, -0.802581], [-2.610897, 1.566648, -1.571273], [-0.875919, 1.752315, -1.684244], [-3.649702, 2.599012, -2.540173], [-2.351213, -0.427731, 0.245341], [-0.004843, 3.901682, 5.806971], [0.550835, 2.884063, 4.515099], [1.790443, 2.270807, 4.588061], [2.803080, 2.515709, 5.977211], [2.234465, 1.443687, 3.545896], [3.782019, 0.669083, 3.602051], [1.430249, 1.228192, 2.433255], [1.731972, 0.501220, 1.403517], [0.168660, 1.862746, 2.362607], [-0.485849, 1.627971, 1.248353], [-0.264631, 2.680639, 3.389379], [-1.812924, 3.438930, 3.245286], [-1.954124, -3.747722, -3.028949], [-1.244973, -2.545723, -3.662809], [-0.731578, -1.675716, -2.613337], [-0.385925, -1.085164, -1.699981], [-2.357957, -4.397913, -3.805006], [-2.765879, -3.407629, -2.387317], [-1.258085, -4.315408, -2.412720], [-1.929635, -1.966536, -4.284866], [-0.409242, -2.861198, -4.289835], [1.935965, 1.412634, -1.243657], [2.794206, 0.298175, -2.310586], [4.140555, 0.008073, -2.081906], [4.848729, -0.814458, -2.946975], [4.226384, -1.374821, -4.055055], [2.884725, -1.097649, -4.288450], [2.178990, -0.267786, -3.430236], [4.614360, 0.422058, -1.201042], [5.891138, -1.031604, -2.742738], [4.779368, -2.018891, -4.728752], [2.384663, -1.525219, -5.151402], [1.139057, -0.025886, -3.623717]], "forces_ev_per_angstrom": [[0.070, 0.438, 0.477], [-0.020, -0.116, -0.056], [0.101, -0.066, 0.068], [-0.014, 0.028, 0.020], [-0.003, -0.010, -0.016], [-0.009, -0.028, 0.002], [-0.017, 0.008, -0.013], [-0.070, -0.026, -0.085], [0.136, 0.118, 0.012], [-0.008, -0.012, -0.010], [0.000, 0.001, 0.003], [0.004, 0.005, 0.008], [-0.005, 0.000, -0.013], [0.002, -0.008, -0.010], [-0.001, -0.003, 0.010], [0.002, 0.000, -0.001], [0.046, -0.025, -0.087], [-0.026, -0.065, 0.000], [0.035, 0.044, -0.007], [0.003, 0.003, -0.005], [-0.026, 0.032, 0.103], [-0.009, 0.010, 0.013], [0.019, -0.017, -0.022], [-0.030, -0.004, -0.024], [0.012, 0.001, 0.013], [0.010, 0.007, -0.012], [0.013, -0.006, 0.000], [-0.038, 0.041, 0.032], [-0.114, -0.037, 0.005], [-0.012, 0.068, -0.047], [-0.068, -0.109, 0.082], [0.015, 0.002, -0.001], [-0.014, 0.009, 0.000], [0.017, 0.026, 0.020], [-0.007, 0.016, 0.032], [-0.100, -0.169, 0.113], [0.007, 0.059, -0.342], [0.000, 0.004, -0.005], [-0.007, -0.013, -0.008], [-0.008, -0.010, -0.005], [0.007, 0.017, 0.003], [0.022, 0.007, 0.008], [0.085, -0.269, -0.068], [-0.044, 0.000, -0.116], [-0.027, -0.035, 0.002], [-0.020, -0.011, -0.010], [0.013, 0.005, 0.025], [-0.031, 0.011, 0.027], [-0.017, 0.057, -0.108], [-0.002, 0.002, 0.004], [0.003, 0.001, -0.008], [-0.001, -0.013, 0.009], [0.011, 0.004, -0.013], [0.116, 0.025, 0.002]], "mulliken_spin": [0.95, -0.02, 0.25, 0.29, -0.19, 0.44, -0.12, 0.21, 0.01, 0.04, -0.01, 0.06, 0.00, 0.00, 0.00, 0.00, 0.01, 0.01, -0.02, 0.00, -0.02, 0.00, -0.01, 0.01, 0.00, 0.01, 0.00, 0.00, 0.01, -0.01, 0.04, 0.03, 0.00, 0.01, 0.00, 0.06, -0.02, 0.00, 0.00, 0.00, 0.00, 0.00, -0.01, 0.01, 0.00, 0.00, 0.00, 0.00, 0.00, 0.00, 0.00, 0.00, 0.00, 0.00]}